[1]
An isolated molecule of C4H8O2, computed with ωB97M-V with the def2-TZVPD basis set.

```
! wB97M-V def2-TZVPD RIJCOSX def2/J DEFGRID3
* xyz 0 1
C -1.60 -0.53 0.29
C -0.20 -0.01 -0.17
C 1.11 -0.85 -0.39
O 2.17 -0.21 0.27
C -0.01 1.42 -0.44
O -0.02 0.96 0.89
H -1.78 -0.26 1.35
H -1.66 -1.61 0.24
H -2.42 -0.05 -0.26
H 1.47 -0.96 -1.43
H 0.97 -1.87 -0.01
H 1.78 0.15 1.08
H -0.82 2.05 -0.81
H 1.00 1.77 -0.62
*
```

Molecular weight: 88.1 g mol⁻¹
Structure (SMILES): C[C@@]1(CO)CO1

=====

[2]
An isolated molecule of C5H8O2, computed with ωB97M-V with the def2-TZVPD basis set.

```
! wB97M-V def2-TZVPD RIJCOSX def2/J DEFGRID3
* xyz 0 1
O 2.25 -0.47 -0.41
C 1.61 -0.55 0.74
C -0.12 1.47 0.08
C -0.76 0.09 0.20
O -2.00 0.04 0.86
C -0.50 -0.97 -0.83
C 0.22 -1.02 0.50
H 3.14 -0.13 -0.21
H 0.91 1.41 0.47
H -0.63 2.17 0.74
H -0.11 1.86 -0.94
H -2.68 0.32 0.24
H -1.29 -1.72 -0.96
H 0.06 -0.72 -1.72
H -0.10 -1.76 1.23
*
```

Molecular weight: 100.1 g mol⁻¹

=====

[3]
C9H26FO7Sr as an isolated structure, computed with ωB97M-V with the def2-TZVPD basis set.

```
! wB97M-V def2-TZVPD RIJCOSX def2/J DEFGRID3
* xyz 1 1
Sr 11.12 -21.50 2.76
F 11.16 -20.04 0.82
C 14.96 -18.90 3.07
C 13.87 -19.14 4.10
C 13.60 -17.93 4.96
O 12.64 -19.50 3.37
H 15.88 -18.62 3.58
H 14.70 -18.08 2.39
H 15.14 -19.76 2.44
H 14.20 -19.97 4.73
H 14.51 -17.70 5.51
H 12.83 -18.15 5.70
H 13.22 -17.07 4.42
H 12.53 -18.81 2.69
C 10.40 -16.21 3.14
C 10.44 -17.35 2.14
O 11.70 -17.43 1.49
O 9.26 -16.32 3.98
H 10.49 -15.24 2.66
H 11.28 -16.27 3.79
H 9.64 -17.19 1.41
H 10.25 -18.28 2.68
H 11.66 -18.27 1.00
H 8.48 -16.32 3.41
C 8.18 -19.30 -1.40
C 7.87 -20.75 -1.62
O 6.68 -21.19 -0.97
O 8.66 -19.01 -0.08
H 7.33 -18.64 -1.59
H 8.92 -18.99 -2.16
H 8.70 -21.38 -1.29
H 7.76 -20.94 -2.70
H 6.04 -20.48 -1.01
H 9.56 -19.32 0.00
C 13.66 -21.53 -0.79
C 12.69 -21.50 -1.94
O 11.33 -21.82 -1.59
O 13.80 -20.30 -0.09
H 14.65 -21.77 -1.20
H 13.49 -22.36 -0.08
H 12.91 -22.31 -2.62
H 12.76 -20.53 -2.43
H 11.01 -21.35 -0.81
H 12.92 -20.02 0.20
*
```

Molecular weight: 352.9 g mol⁻¹

=====

Largest force on an atom: 1.297 0.641 2.474 (eV Å⁻¹)
ΔE to the lowest compared entry with this formula, charge and spin: 272.42 368.93 39.54 (kJ/mol)
HOMO-LUMO gap: 11.05 9.20 6.78 (eV)